Entry 1:
C2Br2Cl2O | the ωB97M-V functional and the def2-TZVPD basis

Summary:
**⟨S²⟩**: 2.01
**HOMO energy (spin up / spin down)**: -0.2925 / -0.3917 hartree
**Largest force on an atom**: 2.68 eV Å⁻¹
**HOMO-LUMO gap (spin up / spin down)**: 8.10 / 8.84 eV
**Total charge**: 0
**LUMO energy (spin up / spin down)**: 0.14 / -1.82 eV
**DFT total energy**: -169247.31718 eV
**Spin multiplicity**: 3

Structure (XYZ):
```
7
Properties=species:S:1:pos:R:3:mulliken_charge:R:1
C -1.5027 -0.2285 0.5033 0.44
C 1.0895 0.0697 -0.3343 0.02
O -1.5875 -1.0550 1.3278 -0.33
Cl -2.5474 0.6735 -0.3944 -0.07
Cl 1.0079 0.3725 -2.0286 -0.07
Br 1.4852 1.6227 0.7153 0.00
Br 2.0550 -1.4549 0.2109 0.01
```



Entry 2:
C2Br2FN | the ωB97M-V functional and the def2-TZVPD basis

Summary:
**Relative energy (zero: lowest compared OMol25 entry of this formula, charge and spin)**: 4.7231 eV
**HOMO energy (spin up / spin down)**: -0.3133 / -0.3131 hartree
**Largest force on an atom**: 6.11 eV Å⁻¹
**HOMO-LUMO gap (spin up / spin down)**: 4.94 / 4.93 eV
**Total charge**: 0
**LUMO energy (spin up / spin down)**: -3.59 / -3.59 eV
**DFT total energy**: -146360.30663 eV
**Spin multiplicity**: 1

Structure (XYZ):
```
6
Properties=species:S:1:pos:R:3:mulliken_charge:R:1
C -0.9843 0.5228 0.6717 -0.29
C 1.3371 -0.6575 -1.1485 0.30
N -1.7738 1.0651 0.0892 -0.44
F 1.9828 0.2907 -0.4896 -0.02
Br 0.3289 0.1205 -2.4554 0.24
Br 1.7542 -2.3822 -1.1024 0.21
```



Entry 3:
C2Br2I2 | the ωB97M-V functional and the def2-TZVPD basis

Summary:
**Relative energy (zero: lowest compared OMol25 entry of this formula, charge and spin)**: 2.8870 eV
**HOMO energy**: -0.3278 hartree
**Largest force on an atom**: 2.69 eV Å⁻¹
**HOMO-LUMO gap**: 6.24 eV
**Total charge**: 0
**LUMO energy**: -2.68 eV
**DFT total energy**: -158356.13859 eV
**Spin multiplicity**: 1

Structure (XYZ):
```
6
Properties=species:S:1:pos:R:3:mulliken_charge:R:1
C -0.4411 0.6925 0.1920 -0.22
C 0.7793 0.3053 0.1339 -0.07
Br -3.9214 -1.6315 0.0746 -0.39
Br 2.1816 1.4612 0.0384 -0.01
I -2.4475 0.6366 -0.0627 0.61
I 1.3994 -1.8414 -0.1415 0.08
```



Entry 4:
C2Br2S3 | the ωB97M-V functional and the def2-TZVPD basis

Summary:
**Relative energy (zero: lowest compared OMol25 entry of this formula, charge and spin)**: 1.0662 eV
**HOMO energy (spin up / spin down)**: -0.3302 / -0.3301 hartree
**Largest force on an atom**: 2.95 eV Å⁻¹
**HOMO-LUMO gap (spin up / spin down)**: 6.91 / 6.90 eV
**Total charge**: 0
**LUMO energy (spin up / spin down)**: -2.08 / -2.08 eV
**DFT total energy**: -174662.37158 eV
**Spin multiplicity**: 1

Structure (XYZ):
```
7
Properties=species:S:1:pos:R:3:mulliken_charge:R:1
C -0.3437 1.3824 0.1098 0.30
C 0.3128 -1.0505 -0.1973 -0.19
S -0.6421 2.9786 0.1834 -0.21
S -0.8963 0.3256 1.3314 -0.05
S 0.5319 0.4672 -1.1369 0.03
Br -0.8088 -2.3636 -0.9441 0.06
Br 1.8461 -1.7398 0.6537 0.07
```